Here is a structure of composition C26H31F3N8O8SSr from the OMol25 dataset. Energies are from ωB97M-V/def2-TZVPD.

The total energy is -2777.92813 a.u. The calculation puts the HOMO-LUMO gap at 5.98 eV. The value obtained for the HOMO energy is -2.51 eV.

Structure (ORCA input):
```
! RIJCOSX wB97M-V def2-TZVPD def2/J DEFGRID3
* xyz -2 1
Sr -1.07777 1.48831 0.00605
C -3.49284 1.26282 -2.61245
C -2.66197 1.91792 -3.53658
C -2.15408 3.08265 -2.92344
C -2.71898 3.16900 -1.62796
C -3.54176 2.03706 -1.43125
H -4.02157 0.33166 -2.78002
H -2.43812 1.57377 -4.54182
H -1.49887 3.82201 -3.37107
H -2.54223 3.97200 -0.92424
H -4.12566 1.80481 -0.54885
O 2.56061 -3.60304 0.11765
C 3.43621 -2.70744 -0.03857
O 4.66129 -2.82945 -0.19790
C 2.87383 -1.29647 -0.06633
C 2.89077 -0.53133 -1.22912
C 2.26520 0.70193 -1.23293
N 1.64294 1.22519 -0.17169
C 1.71882 0.53317 0.98188
C 2.30074 -0.72352 1.06368
C 1.12742 1.16568 2.25114
O 1.72991 0.97784 3.30691
O 0.05510 1.82060 2.06233
H 3.38048 -0.89256 -2.12698
H 2.23869 1.29608 -2.14296
H 2.29857 -1.22860 2.02105
C 4.51047 -5.58060 -2.17127
C 3.17594 -6.07350 -1.62830
S 1.82083 -5.87949 -2.74656
O 2.18843 -6.38093 -4.05374
O 0.64414 -6.43175 -2.10748
C 1.60178 -4.11799 -2.85620
C 0.14309 -3.75471 -3.10827
N -0.09155 -2.32615 -2.85949
C -0.54537 -1.82357 -1.68467
N -0.69147 -0.50431 -1.74703
C -0.32369 -0.12171 -2.99468
C 0.04471 -1.22849 -3.69562
N 0.55371 -1.28431 -5.01873
O 0.61474 -0.24187 -5.63876
O 0.93014 -2.36638 -5.44922
C -0.78425 -2.64058 -0.46311
H 5.30371 -5.89666 -1.49266
H 4.54969 -4.49225 -2.18405
H 4.71462 -5.98387 -3.16391
H 2.89592 -5.53334 -0.71507
H 3.16814 -7.15021 -1.43976
H 2.24081 -3.75913 -3.66295
H 1.93053 -3.70823 -1.89789
H -0.50358 -4.29905 -2.43079
H -0.15719 -3.99044 -4.12083
H -0.35144 0.90542 -3.32806
H -1.46606 -3.47063 -0.66029
H -1.24226 -2.00537 0.29264
H 0.16407 -3.03397 -0.08230
C -2.75682 3.49342 5.37181
C -1.41619 4.17231 5.63246
C -1.58095 5.68133 5.78569
C -0.36960 3.83093 4.57066
N -0.65133 4.40196 3.26090
C -1.46191 3.91749 2.32092
N -1.24650 4.56547 1.19963
N -0.29767 5.49593 1.49854
N 0.07007 5.39986 2.72381
H -3.44958 3.69061 6.19546
H -2.65643 2.41251 5.25232
H -3.22822 3.86730 4.45923
H -1.00585 3.77182 6.56590
H -2.02726 6.11229 4.88500
H -0.62128 6.18101 5.94386
H -2.23685 5.91509 6.62870
H -0.27645 2.75462 4.41461
H 0.61037 4.20752 4.85394
H -2.12412 3.07745 2.48246
F -4.23940 0.00236 1.48681
C -3.02323 0.59172 1.82206
F -2.48444 -0.34527 2.71206
F -3.47172 1.60622 2.73564
*
```

Here is a structure of composition C26H31N3O2S3Sn at a distorted geometry from the OMol25 dataset. Energies are from ωB97M-V/def2-TZVPD.

As for the energy relative to the best compared isomer or geometry (same formula, charge and spin): 0.00 kJ/mol. The total energy is -2732.43845 a.u. The calculation puts the HOMO-LUMO gap at 6.65 eV. The value obtained for the HOMO energy is -13.06 eV.

Structure (ORCA input):
```
! RIJCOSX wB97M-V def2-TZVPD def2/J DEFGRID3
* xyz 2 1
Sn 0.74847 0.12529 1.19436
C 3.05335 -1.88078 0.50211
C 1.83483 -2.83739 0.43373
N 0.55246 -2.12150 0.74441
C -0.31054 -2.84643 1.74278
C 0.36878 -3.02159 3.08709
S 0.79131 -1.34555 3.70866
C 2.53853 -1.53299 4.01202
C 3.52371 -1.15797 2.83495
N 2.92354 -0.86457 1.53692
H 3.15963 -1.33998 -0.42691
H 3.94128 -2.47176 0.70191
H 1.92007 -3.67047 1.15622
H 1.73498 -3.34618 -0.54362
H -0.08294 -2.12391 -0.04699
H -0.56806 -3.82047 1.27171
H -1.25157 -2.28352 1.76257
H 1.24140 -3.66174 3.04264
H -0.28696 -3.50864 3.77936
H 2.77138 -2.52344 4.33243
H 2.78990 -0.85996 4.83509
H 4.19449 -2.00353 2.74607
H 4.13813 -0.31672 3.16413
H 3.35778 -0.05021 1.18351
S 1.27353 2.21433 1.88948
C -0.28722 3.02680 1.65579
C -0.24676 4.42201 1.60835
C -1.39252 5.20378 1.75746
C -2.62822 4.61486 1.86555
C -2.70424 3.22079 1.75828
C -1.54755 2.44022 1.63607
S -1.71207 0.67613 1.36174
H 0.70152 4.95609 1.64364
H -1.23591 6.25961 1.82202
H -3.53394 5.15107 2.04709
H -3.71947 2.77997 1.73940
C -2.81412 -3.76153 -1.22307
O -1.93317 -2.60392 -1.29988
C -2.47275 -1.35942 -1.58569
C -3.82460 -1.05205 -1.47248
C -4.19889 0.25141 -1.81237
C -3.27945 1.21962 -2.16382
C -1.96854 0.83979 -2.36420
C -1.55695 -0.46543 -2.13097
N -0.39627 -0.97898 -2.72647
C 0.69662 -0.46774 -3.20294
C 1.26256 0.84454 -2.89735
C 1.41589 1.73219 -3.97609
C 1.65415 3.05378 -3.72750
C 1.93732 3.45041 -2.40554
C 2.03723 2.51007 -1.37317
C 1.64121 1.20429 -1.60766
O 1.70720 0.26121 -0.64351
H -3.50730 -3.83121 -2.09106
H -3.38744 -3.71054 -0.28040
H -2.22308 -4.64181 -1.28132
H -4.59124 -1.70339 -1.09877
H -5.23950 0.51520 -1.84438
H -3.61146 2.22486 -2.40614
H -1.23404 1.54384 -2.75802
H -0.53622 -1.93490 -3.04008
H 1.12299 -1.10592 -3.98589
H 1.17137 1.37694 -4.97970
H 1.59292 3.78124 -4.54411
H 2.16289 4.50153 -2.21181
H 2.32157 2.80426 -0.40561
*
```

Here is an isolated molecule of C26H31N3O4S from the OMol25 dataset. Energies are from ωB97M-V/def2-TZVPD.

As for the energy relative to the best compared isomer or geometry (same formula, charge and spin): 193.56 kJ/mol. The SMILES is COc1ccc(/C=C2\Sc3ccc(C(=O)NCCCN4CCCC4)cc3N(C)C2=O)cc1OC. The total energy is -1872.76890 a.u. The calculation puts the HOMO-LUMO gap at 8.01 eV. The value obtained for the HOMO energy is -7.72 eV.

Structure (ORCA input):
```
! RIJCOSX wB97M-V def2-TZVPD def2/J DEFGRID3
* xyz 0 1
C -7.60648 -2.74344 2.34663
H -8.36561 -3.52330 2.37983
O -7.37997 -2.49387 0.98190
C -6.44868 -1.56688 0.63949
C -5.70031 -0.81368 1.52868
C -4.76259 0.10059 1.07645
C -4.55116 0.28565 -0.28465
C -5.33725 -0.44965 -1.18797
C -6.26436 -1.37080 -0.75147
O -7.05082 -2.13667 -1.55621
C -6.92562 -1.98752 -2.94831
H -7.63776 -2.68716 -3.38287
H -5.91661 -2.23878 -3.29223
H -7.17567 -0.97086 -3.26943
H -5.18202 -0.29051 -2.24331
C -3.57594 1.19607 -0.83274
C -2.41702 1.63691 -0.30195
C -1.61921 2.59392 -1.09583
O -2.15486 3.25023 -1.97250
N -0.27661 2.73029 -0.84386
C 0.46759 1.92684 0.01667
C 1.84959 1.82674 -0.12404
C 2.62615 1.09314 0.76350
C 2.01569 0.41613 1.81511
C 0.64420 0.47388 1.94867
C -0.12732 1.21557 1.06359
S -1.86781 1.20574 1.31336
H 0.14389 -0.06113 2.74122
H 2.58702 -0.19067 2.50155
C 4.09236 1.01646 0.47905
O 4.52562 1.10417 -0.65459
N 4.87966 0.86717 1.56686
H 4.45319 0.81201 2.47795
C 6.29517 0.59299 1.48801
C 6.61457 -0.82204 1.97394
C 6.03706 -1.86027 1.00592
N 6.66942 -1.74545 -0.28254
C 7.90913 -2.48923 -0.45823
C 7.91052 -2.97658 -1.91351
H 7.63559 -4.03172 -1.95753
H 8.88197 -2.85648 -2.38928
C 6.82219 -2.12883 -2.57089
H 7.21897 -1.15218 -2.84531
H 6.39141 -2.59983 -3.45219
C 5.81915 -1.96728 -1.43764
H 5.15976 -1.10762 -1.57179
H 5.20296 -2.87893 -1.33782
H 8.75659 -1.82180 -0.26431
H 7.98060 -3.33369 0.24409
H 4.96714 -1.67086 0.88241
H 6.15227 -2.87123 1.43868
H 6.20213 -0.97766 2.97412
H 7.69636 -0.94127 2.02737
H 6.57634 0.68132 0.43695
H 6.84175 1.33331 2.08110
H 2.36413 2.30531 -0.94059
C 0.42924 3.70721 -1.65146
H 1.12426 4.26742 -1.02747
H -0.31579 4.38044 -2.07283
H 0.96847 3.23023 -2.47189
H -3.77216 1.54502 -1.84014
H -4.22706 0.69487 1.79798
H -5.84205 -0.92672 2.59152
H -7.98047 -1.85303 2.86295
H -6.69998 -3.09926 2.84745
*
```

Here is an isolated molecule of C26H31N5O2 at a distorted geometry from the OMol25 dataset. Energies are from ωB97M-V/def2-TZVPD.

As for the energy relative to the best compared isomer or geometry (same formula, charge and spin): 16.27 kJ/mol. The SMILES is CC[C@H]1CCCCN1Cc1nc2c(c(=O)n(C)c(=O)n2C)n1Cc1cccc2ccccc12. The total energy is -1433.70739 a.u. The calculation puts the HOMO-LUMO gap at 8.67 eV. The value obtained for the HOMO energy is -8.13 eV.

Structure (ORCA input):
```
! RIJCOSX wB97M-V def2-TZVPD def2/J DEFGRID3
* xyz 0 1
C -3.47864 -2.61781 0.34770
C -4.08469 -1.22425 0.21614
H -5.02094 -1.29772 -0.34002
H -4.33150 -0.85078 1.21177
C -3.13418 -0.23467 -0.49845
N -2.56279 0.80825 0.35214
C -3.54093 1.76452 0.83799
C -4.20707 2.47295 -0.33671
C -4.85902 1.44734 -1.25486
C -3.79973 0.44617 -1.69986
H -4.23509 -0.31536 -2.34861
H -3.03241 0.97694 -2.26729
H -5.66036 0.93417 -0.71971
H -5.29729 1.94068 -2.12417
H -4.94585 3.18255 0.03905
H -3.44915 3.02696 -0.89359
H -3.01451 2.49834 1.45622
H -4.31395 1.29480 1.46943
C -1.71519 0.29305 1.41372
C -0.57876 -0.50267 0.87161
N -0.29171 -1.72073 1.29912
C 0.78118 -2.10248 0.57627
C 1.15260 -1.10788 -0.31703
N 0.26208 -0.07714 -0.09676
C 0.25431 1.20842 -0.75496
C 1.61340 1.86547 -0.79525
C 2.10410 2.27978 -2.00724
C 3.36846 2.86895 -2.12354
C 4.15304 3.02678 -1.01816
C 3.68682 2.63008 0.25135
C 4.48639 2.79612 1.40175
C 4.03149 2.42927 2.63588
C 2.74353 1.89262 2.77022
C 1.94591 1.71482 1.67418
C 2.39034 2.05781 0.37813
H 0.95658 1.31066 1.81260
H 2.38074 1.62024 3.75087
H 4.65109 2.55639 3.51135
H 5.47177 3.22444 1.28446
H 5.14161 3.45603 -1.09642
H 3.72092 3.17450 -3.09706
H 1.51641 2.13112 -2.90042
H -0.47642 1.83469 -0.23640
H -0.09143 1.06618 -1.78428
C 2.21294 -1.29828 -1.26057
O 2.55609 -0.54994 -2.15481
N 2.84831 -2.53131 -1.05894
C 2.51908 -3.52705 -0.15205
O 3.15167 -4.55977 -0.09442
N 1.43716 -3.28891 0.66650
C 1.00193 -4.29053 1.61392
H -0.00157 -4.63125 1.35759
H 1.70467 -5.11976 1.56594
H 0.98418 -3.86163 2.61520
C 3.97724 -2.84557 -1.91950
H 3.76390 -3.74341 -2.49910
H 4.86291 -3.02635 -1.31131
H 4.13321 -1.99530 -2.57908
H -1.32639 1.15532 1.97104
H -2.24525 -0.35109 2.13267
H -2.28168 -0.81133 -0.87808
H -3.27856 -3.03736 -0.63653
H -4.16688 -3.28192 0.86697
H -2.54409 -2.58416 0.90341
*
```

Here is a structure of composition C26H31N8OS2Ti at a distorted geometry from the OMol25 dataset. Energies are from ωB97M-V/def2-TZVPD.

The total energy is -3167.92250 a.u. The calculation puts the HOMO-LUMO gap (alpha / beta) at 7.23 / 6.47 eV. The value obtained for the HOMO energy (alpha / beta) is -13.20 / -13.75 eV.

Structure (ORCA input):
```
! RIJCOSX wB97M-V def2-TZVPD def2/J DEFGRID3
* xyz 2 2
Ti 0.71047 0.94785 -0.98816
S 2.57049 2.38413 -0.39315
C 1.12048 3.27509 -0.11998
N 1.00250 4.21546 0.77232
N -0.19250 4.79627 0.77299
C -0.66387 5.52835 1.82719
C -1.88545 6.20362 1.65938
C -2.41731 6.89991 2.71991
C -1.74424 6.93087 3.94129
C -0.51830 6.27893 4.09440
C 0.03383 5.57842 3.04640
N 0.08140 2.72214 -0.87723
N -0.74700 1.84313 -0.14242
C -2.08325 1.71272 -0.64782
C -3.10745 2.50213 -0.14950
C -4.39079 2.37692 -0.66151
C -4.66131 1.46044 -1.66732
C -3.64548 0.65305 -2.15758
C -2.36244 0.78462 -1.64893
H -0.77545 4.72374 -0.06153
H -2.39293 6.17965 0.70106
H -3.35528 7.42546 2.60370
H -2.17461 7.46656 4.77715
H 0.00151 6.32233 5.04189
H 0.98521 5.07394 3.13418
H -2.89677 3.20310 0.65075
H -5.18585 2.99896 -0.27167
H -5.66268 1.37327 -2.06725
H -3.85873 -0.06341 -2.94003
H -1.56707 0.14888 -2.02868
C 1.08539 -3.57091 3.43712
C 2.49285 -3.77541 2.88279
C 2.48968 -4.72782 1.68913
C 3.18750 -2.45572 2.53313
N 2.38934 -1.62192 1.61189
C 1.37500 -0.79863 1.88056
N 0.95556 -0.29523 0.74603
N 1.75493 -0.83242 -0.20629
N 2.62148 -1.62124 0.30302
H 0.68039 -4.52354 3.77667
H 0.40053 -3.19095 2.67269
H 1.07541 -2.89179 4.29427
H 3.11170 -4.20184 3.67613
H 1.88526 -4.32776 0.86724
H 2.06368 -5.68886 1.97742
H 3.50011 -4.90911 1.31821
H 4.12872 -2.64145 2.02245
H 3.37771 -1.85944 3.42351
H 0.97359 -0.59534 2.85927
C -0.52072 -5.70568 -1.56462
C 0.06122 -4.44271 -2.13396
C 1.43627 -4.24411 -2.19703
C 1.96581 -3.05725 -2.68234
C 1.10252 -2.07432 -3.13802
C -0.27880 -2.26300 -3.13748
C -0.78703 -3.43863 -2.62468
S 1.81187 -0.52961 -3.59934
C 1.12818 -0.29717 -5.22157
O 0.99312 0.52618 -2.76586
H 0.25302 -6.39531 -1.23399
H -1.13634 -6.21111 -2.31067
H -1.17081 -5.47841 -0.71787
H 2.10591 -5.03001 -1.86924
H 3.03863 -2.90442 -2.71015
H -0.95053 -1.51827 -3.54653
H -1.85864 -3.59903 -2.62149
H 0.05141 -0.44015 -5.19629
H 1.60753 -1.02721 -5.87465
H 1.38140 0.71308 -5.53929
*
```

Here is a structure of composition C26H32AlF10N7 from the OMol25 dataset. Energies are from ωB97M-V/def2-TZVPD.

As for the energy relative to the best compared isomer or geometry (same formula, charge and spin): 79.07 kJ/mol. The total energy is -2633.86615 a.u. The calculation puts the HOMO-LUMO gap at 7.33 eV. The value obtained for the HOMO energy is -12.88 eV.

Structure (ORCA input):
```
! RIJCOSX wB97M-V def2-TZVPD def2/J DEFGRID3
* xyz 2 1
Al -0.35598 0.39601 0.05163
C -3.48250 -2.29119 1.88106
N -3.05419 -1.13972 1.03115
C -3.71611 0.13387 1.48423
C -2.88928 1.34965 1.09576
N -1.47693 1.16333 1.37791
C -0.93449 1.63371 2.56131
C 0.44399 1.79824 2.59136
F 1.09354 1.48589 1.41427
C 1.18531 2.24991 3.65420
F 2.50813 2.36290 3.55646
C 0.52147 2.58794 4.81771
F 1.18933 3.02508 5.87617
C -0.85441 2.44927 4.85419
F -1.50998 2.75746 5.96297
C -1.56094 1.97139 3.76097
F -2.89037 1.81577 3.90437
C -3.24460 -1.50143 -0.40956
C -2.78441 -0.55691 -1.53332
N -1.56182 0.24085 -1.38651
C -1.46451 1.24476 -2.36238
C -1.88612 1.17419 -3.68898
F -2.39294 0.03373 -4.18487
C -1.76302 2.23909 -4.57004
F -2.18182 2.09660 -5.81966
C -1.17636 3.42699 -4.17851
F -1.04066 4.43243 -5.02938
C -0.71359 3.53383 -2.87954
F -0.12150 4.64500 -2.45379
C -0.88273 2.46740 -2.02972
F -0.42751 2.59587 -0.74145
H -4.54342 -2.47473 1.72881
H -3.29707 -2.04437 2.92304
H -2.91016 -3.17056 1.59554
H -3.78215 0.06498 2.56770
H -4.72662 0.16639 1.07439
H -3.31221 2.20564 1.61985
H -3.00209 1.55498 0.03180
H -4.31701 -1.64322 -0.53853
H -2.77881 -2.48129 -0.51428
H -3.62142 0.11314 -1.75793
H -2.71797 -1.22954 -2.38887
N 2.08933 -3.05086 -2.72438
C 2.00618 -2.48775 -1.30847
C 0.70359 -2.96625 -0.68585
C 0.55874 -2.55044 0.78730
N -0.07010 -1.23984 0.88091
C 1.87650 -2.71920 1.56373
C 3.17036 -2.30537 0.86779
N 3.26925 -0.84509 0.72580
C 3.22533 -2.93688 -0.52421
H 1.39353 -2.63214 -3.34410
H 1.92902 -4.06116 -2.72018
H 3.01185 -2.89057 -3.13394
H 2.00997 -1.40621 -1.42460
H 0.66628 -4.06082 -0.75183
H -0.15111 -2.56974 -1.24594
H -0.11317 -3.28933 1.23743
H -0.07708 -0.99344 1.87309
H -2.03278 -1.05362 1.16905
H 1.97413 -3.77953 1.81697
H 1.78983 -2.19355 2.51943
H 3.99825 -2.71254 1.45339
H 4.22092 -0.59410 0.47728
H 3.08713 -0.39231 1.61507
H 3.22002 -4.02852 -0.42463
H 4.15293 -2.65420 -1.03449
C 4.06043 2.75263 -0.88458
C 3.32404 2.01461 -2.01645
C 2.18800 1.23970 -1.50298
N 1.30388 0.65964 -1.06617
H 4.77433 3.44440 -1.32508
H 4.60238 2.05508 -0.24863
H 3.36461 3.32165 -0.27008
H 3.98363 1.32868 -2.54801
H 2.92375 2.71373 -2.75216
*
```